[1]
Computed, not measured: the ion C4H12NO with charge +1, with ωB97M-V with the def2-TZVPD basis set.

The orbital gap comes out at 0.41575 Ha. As for the total charge: +1. The SMILES is CC[C@@H]([NH3+])CO.

```
18
C4H12NO ωB97M-V with the def2-TZVPD basis set
C 0.80 -1.89 -0.92
C -0.23 -0.74 -0.66
C 0.04 0.16 0.54
N 1.32 0.92 0.24
C -1.09 1.21 0.68
O -2.32 0.53 0.60
H 0.70 -2.64 -0.14
H 0.56 -2.29 -1.90
H 1.79 -1.44 -0.94
H -1.24 -1.15 -0.65
H -0.30 -0.15 -1.58
H 0.15 -0.33 1.50
H 1.21 1.91 0.47
H 1.36 0.91 -0.78
H 2.16 0.52 0.66
H -1.02 1.96 -0.11
H -0.99 1.61 1.69
H -2.89 0.88 1.30
```

***

[2]
Computed, not measured: a cluster of 2 separate species, C2H6O2S2 in total, with ωB97M-V with the def2-TZVPD basis set.

The orbital gap comes out at 0.34915 Ha. The SMILES is O=CO.CSS.

```
12
C2H6O2S2 ωB97M-V with the def2-TZVPD basis set
O -1.14 -2.30 2.24
C -1.42 -1.42 1.48
O -1.77 -1.65 0.19
H -1.35 -0.39 1.84
H -1.44 -2.55 0.04
C 1.43 1.97 -0.57
S 1.60 0.18 -0.23
S 0.53 -0.56 -1.88
H 2.12 2.49 0.11
H 0.47 2.34 -0.22
H 1.64 2.09 -1.62
H -0.66 -0.21 -1.39
```

***

[3]
Computed, not measured: the molecule C6H14O, with ωB97M-V with the def2-TZVPD basis set.

The orbital gap comes out at 0.40253 Ha. The SMILES is CCCCCOC.

```
21
C6H14O ωB97M-V with the def2-TZVPD basis set
C -3.37 0.09 -0.70
C -2.29 -0.43 0.24
C -0.94 -0.55 -0.46
C 0.27 -0.29 0.44
C 1.52 -0.04 -0.39
O 2.58 0.35 0.46
C 3.70 0.77 -0.27
H -4.35 0.14 -0.22
H -3.46 -0.54 -1.59
H -3.12 1.11 -1.04
H -2.20 0.26 1.10
H -2.60 -1.40 0.66
H -0.85 -1.54 -0.93
H -0.91 0.17 -1.28
H 0.44 -1.12 1.14
H 0.09 0.61 1.04
H 1.80 -0.94 -0.96
H 1.32 0.75 -1.12
H 4.09 -0.03 -0.92
H 4.47 1.06 0.45
H 3.46 1.64 -0.90
```

***

[4]
Computed, not measured: a structure of composition C34H49F13NO30S2V, with ωB97M-V with the def2-TZVPD basis set.

As for the spin multiplicity: 4. The orbital gap (alpha / beta) comes out at 0.26820 / 0.27272 Ha. As for the total charge: +1.

```
130
C34H49F13NO30S2V ωB97M-V with the def2-TZVPD basis set
V 16.62 -19.71 -4.79
C 16.45 -16.13 -7.65
F 17.70 -15.90 -8.04
F 15.70 -15.04 -8.04
F 15.93 -17.19 -8.26
S 16.45 -16.38 -5.69
O 17.84 -16.61 -5.34
O 15.84 -15.23 -5.09
N 15.59 -17.91 -5.42
S 14.03 -17.43 -5.54
O 13.31 -17.58 -4.29
O 13.65 -16.23 -6.27
C 13.28 -18.86 -6.63
F 14.09 -19.10 -7.62
F 12.96 -20.02 -6.03
F 12.21 -18.30 -7.15
C 13.66 -12.63 -6.15
C 14.84 -11.76 -5.71
O 14.65 -10.56 -6.54
C 13.70 -10.79 -7.42
O 13.42 -10.08 -8.41
O 13.36 -12.08 -7.36
F 15.99 -12.32 -6.17
H 12.84 -12.49 -5.44
H 13.90 -13.69 -6.15
H 14.94 -11.60 -4.63
C 9.63 -20.21 -6.02
C 9.18 -20.40 -4.58
O 8.32 -21.50 -4.58
C 8.35 -22.05 -5.74
O 7.76 -23.15 -5.92
O 9.10 -21.35 -6.59
F 8.50 -19.35 -4.19
H 10.71 -20.21 -5.87
H 9.41 -19.22 -6.44
H 9.94 -20.66 -3.85
C 10.36 -16.81 -10.15
C 9.06 -17.50 -10.54
O 8.17 -16.44 -10.84
C 8.74 -15.26 -10.38
O 8.28 -14.18 -10.57
O 9.93 -15.53 -9.80
F 8.59 -18.23 -9.54
H 11.00 -16.73 -11.03
H 10.81 -17.34 -9.31
H 9.35 -18.17 -11.35
C 20.18 -15.92 -3.52
C 20.19 -14.41 -3.41
O 20.97 -14.26 -2.24
C 21.25 -15.43 -1.60
O 21.91 -15.56 -0.58
O 20.53 -16.39 -2.26
F 18.95 -14.00 -3.15
H 20.75 -16.23 -4.39
H 19.12 -16.12 -3.71
H 20.51 -13.97 -4.35
C 17.08 -15.57 -0.75
C 15.83 -16.26 -0.47
O 15.72 -17.17 -1.60
C 16.94 -17.41 -2.12
O 17.21 -18.17 -3.04
O 17.79 -16.53 -1.57
F 14.79 -15.46 -0.38
H 17.53 -15.38 0.23
H 16.87 -14.64 -1.27
H 15.94 -16.77 0.49
C 10.52 -15.41 -4.75
C 10.16 -14.42 -5.76
O 9.03 -14.97 -6.43
C 9.07 -16.29 -6.23
O 8.25 -17.08 -6.76
O 10.03 -16.60 -5.37
F 11.18 -14.29 -6.51
H 9.96 -15.42 -3.82
H 11.59 -15.46 -4.54
H 9.89 -13.48 -5.26
C 22.14 -16.30 -7.94
C 21.54 -17.34 -6.97
O 21.52 -18.46 -7.78
C 22.63 -18.42 -8.62
O 23.09 -19.37 -9.25
O 23.08 -17.14 -8.64
F 20.38 -16.95 -6.54
H 22.65 -15.48 -7.43
H 21.28 -15.92 -8.50
H 22.17 -17.51 -6.10
C 15.43 -16.76 -12.09
C 14.60 -16.60 -13.39
C 13.33 -17.39 -13.14
O 13.13 -17.19 -11.75
C 14.34 -17.04 -11.04
H 16.00 -15.86 -11.88
H 16.12 -17.61 -12.14
H 15.09 -16.92 -14.31
H 14.33 -15.55 -13.49
H 13.42 -18.47 -13.23
H 12.45 -17.07 -13.71
H 14.70 -17.93 -10.51
H 14.16 -16.23 -10.34
C 12.81 -21.63 -10.46
C 12.87 -20.83 -11.74
C 11.52 -20.22 -11.93
O 11.13 -19.94 -10.58
C 11.55 -21.04 -9.79
H 13.66 -21.52 -9.79
H 12.65 -22.70 -10.63
H 13.17 -21.47 -12.57
H 13.60 -20.02 -11.73
H 10.82 -20.94 -12.34
H 11.51 -19.40 -12.64
H 10.78 -21.81 -9.76
H 11.78 -20.68 -8.78
C 13.99 -20.27 -3.09
O 14.82 -20.82 -4.15
H 14.68 -19.50 -2.75
H 13.04 -19.81 -3.37
H 13.89 -21.00 -2.29
H 14.31 -21.54 -4.53
C 18.31 -19.13 -7.86
O 18.27 -19.13 -6.48
H 18.69 -20.08 -8.25
H 17.32 -18.98 -8.29
H 18.88 -18.31 -8.30
H 19.11 -18.80 -6.15
C 16.30 -22.24 -7.14
O 16.11 -20.86 -6.79
H 17.14 -22.44 -7.80
H 16.36 -22.78 -6.19
H 15.38 -22.65 -7.55
H 16.03 -20.39 -7.62
```

***

[5]
Computed, not measured: a structure of composition C3H3GdLiO3, with ωB97M-V with the def2-TZVPD basis set.

As for the spin multiplicity: 9. The orbital gap (alpha / beta) comes out at 0.19257 / 0.17426 Ha. As for the total charge: +4.

```
11
C3H3GdLiO3 ωB97M-V with the def2-TZVPD basis set
O 0.49 0.30 -0.83
C -0.73 0.12 -0.52
C 1.43 -0.41 0.79
O -1.68 0.77 -0.93
O -0.90 -0.60 0.64
C 0.17 -0.74 1.43
Li 1.15 1.07 -2.51
H 2.01 0.38 1.26
H 1.96 -1.20 0.26
H -0.04 -0.60 2.49
Gd -3.85 0.91 -2.08
```

***

[6]
Computed, not measured: a structure of composition C40H51BBrN6O5PPd, with ωB97M-V with the def2-TZVPD basis set.

The orbital gap comes out at 0.21380 Ha.

```
106
C40H51BBrN6O5PPd ωB97M-V with the def2-TZVPD basis set
Pd 0.09 -0.87 -1.58
C -0.19 -1.95 6.53
O 0.43 -1.89 5.26
C 1.29 -0.84 5.03
C 1.68 0.07 5.99
C 2.54 1.11 5.64
C 2.99 1.23 4.34
C 2.59 0.30 3.37
C 1.75 -0.75 3.70
N 1.27 -1.72 2.81
C 1.18 -1.53 1.42
N 2.39 -1.37 0.83
C 2.83 -1.08 -0.49
C 2.06 -0.72 -1.59
C 2.75 -0.43 -2.78
C 4.12 -0.53 -2.90
C 4.89 -0.92 -1.80
C 4.24 -1.18 -0.61
O 4.90 -1.54 0.54
C 6.30 -1.71 0.47
N 0.07 -1.60 0.79
C -1.17 -1.48 1.41
C -2.17 -2.40 1.12
C -3.46 -2.25 1.61
C -3.77 -1.16 2.40
C -2.79 -0.21 2.70
C -1.50 -0.36 2.20
O -0.50 0.52 2.41
C -0.77 1.70 3.14
H -0.89 -2.79 6.48
H -0.74 -1.03 6.74
H 0.54 -2.13 7.32
H 1.32 -0.01 7.00
H 2.85 1.83 6.40
H 3.65 2.04 4.06
H 2.92 0.43 2.35
H 0.47 -2.21 3.19
H 3.16 -1.62 1.44
H 2.18 -0.13 -3.65
H 4.61 -0.32 -3.84
H 5.96 -1.01 -1.88
H 6.62 -2.02 1.47
H 6.80 -0.78 0.20
H 6.57 -2.49 -0.25
H -1.90 -3.24 0.48
H -4.21 -3.00 1.39
H -4.77 -1.03 2.81
H -3.04 0.64 3.31
H 0.15 2.28 3.12
H -1.03 1.46 4.18
H -1.58 2.27 2.68
C -4.66 0.32 -3.71
N -3.44 1.23 -3.66
C -3.64 2.26 -2.53
N -3.97 1.64 -1.30
C -5.12 0.76 -1.44
N -4.90 -0.29 -2.44
C -3.85 -1.25 -2.04
P -2.19 -0.45 -1.79
C -2.20 0.41 -3.43
C -2.84 0.91 -0.71
H -4.47 -0.43 -4.48
H -5.51 0.94 -3.99
H -3.36 1.74 -4.53
H -4.44 2.92 -2.87
H -2.69 2.80 -2.46
H -5.99 1.35 -1.75
H -5.33 0.29 -0.48
H -3.78 -2.02 -2.81
H -4.17 -1.74 -1.12
H -2.16 -0.36 -4.20
H -1.32 1.05 -3.53
H -2.02 1.58 -0.44
H -3.18 0.43 0.22
C -0.29 3.90 0.21
C 0.90 3.23 -0.47
C 2.19 3.72 0.16
O 0.80 1.82 -0.23
B 0.36 1.15 -1.38
O 0.16 2.12 -2.39
C 0.86 3.33 -2.02
C 2.25 3.25 -2.66
C 0.11 4.52 -2.58
H -0.29 3.61 1.26
H -1.24 3.58 -0.22
H -0.23 4.99 0.15
H 2.12 3.62 1.25
H 2.37 4.77 -0.07
H 3.04 3.13 -0.17
H 2.78 2.36 -2.32
H 2.84 4.13 -2.44
H 2.13 3.16 -3.74
H -0.92 4.57 -2.21
H 0.08 4.46 -3.67
H 0.61 5.45 -2.31
Br 0.14 -7.76 -2.56
C 0.10 -5.86 -2.42
C 1.29 -5.14 -2.39
C 1.24 -3.76 -2.27
C 0.05 -3.02 -2.16
C -1.11 -3.81 -2.22
C -1.11 -5.20 -2.35
H 2.24 -5.66 -2.45
H 2.19 -3.23 -2.26
H -2.09 -3.35 -2.16
H -2.04 -5.76 -2.39
```

***

[7]
Computed, not measured: a cluster of 2 separate species, C6H11FNO in total, with ωB97M-V with the def2-TZVPD basis set.

The orbital gap comes out at 0.35083 Ha. As for the total charge: +1.

```
20
C6H11FNO ωB97M-V with the def2-TZVPD basis set
C 3.20 0.73 1.03
C 3.77 -0.07 -0.24
C -1.27 -0.90 -0.76
C -2.08 0.44 0.73
C 2.41 -0.24 0.27
C -1.08 0.68 -0.43
N -2.33 -0.95 0.37
O 1.49 -0.94 0.09
F -1.60 1.52 -1.40
H 3.72 0.31 1.91
H 3.16 1.78 1.12
H 3.85 0.68 -1.13
H 4.64 -0.77 0.04
H -1.83 -1.06 -1.68
H -0.45 -1.41 -0.52
H -1.53 0.58 1.72
H -2.96 0.95 0.67
H -3.20 -1.10 -0.06
H -2.04 -1.61 1.02
H -0.09 1.15 -0.29
```

***

[8]
Computed, not measured: the ion C4H6NO2 with charge -1, with ωB97M-V with the def2-TZVPD basis set.

The orbital gap comes out at 0.26561 Ha. As for the total charge: -1. The SMILES is C[C@H](/C=C\[O-])N=O.

```
13
C4H6NO2 ωB97M-V with the def2-TZVPD basis set
C 0.14 0.49 1.19
C 0.34 -0.66 0.13
C -0.42 -0.36 -1.13
C -1.00 -1.47 -1.59
O -1.11 -2.49 -0.82
N -0.08 -1.87 0.73
O 0.73 -2.77 1.05
H -0.68 0.12 1.76
H -0.16 1.53 0.73
H 1.01 0.58 1.93
H 1.55 -0.82 -0.23
H 0.02 0.57 -1.77
H -1.46 -1.48 -2.59
```

***

[9]
Computed, not measured: a structure of composition C20H27N2O3PSSr, with ωB97M-V with the def2-TZVPD basis set.

The orbital gap comes out at 0.17118 Ha.

```
55
C20H27N2O3PSSr ωB97M-V with the def2-TZVPD basis set
C -2.45 0.71 -4.41
C -2.25 -0.53 -3.80
C -1.47 -0.63 -2.62
C -0.91 0.53 -2.10
C -1.09 1.76 -2.70
C -1.90 1.86 -3.85
C -1.33 -1.98 -1.93
C 0.09 -2.57 -1.78
N 1.18 -1.58 -1.53
Sr 0.24 0.09 0.25
C -0.40 2.98 -2.11
P 1.26 2.46 -1.44
H -2.67 -1.45 -4.22
H -2.07 2.85 -4.30
H -3.05 0.77 -5.32
H -0.96 3.40 -1.26
H -0.25 3.77 -2.86
H -1.79 -1.96 -0.92
H -1.90 -2.72 -2.50
H 0.10 -3.28 -0.93
C 1.76 3.99 -0.57
C 2.19 2.67 -3.00
H 0.36 -3.14 -2.69
C 1.76 -1.11 -2.81
C 2.25 -2.16 -0.70
H -0.11 2.18 1.35
H 2.22 -1.96 -3.35
H 0.98 -0.68 -3.44
H 2.53 -0.35 -2.61
H 2.76 -2.98 -1.23
H 3.00 -1.40 -0.44
H 1.82 -2.58 0.23
H 2.16 3.72 -3.32
H 3.23 2.38 -2.83
H 1.76 2.04 -3.80
H 1.81 4.85 -1.25
H 1.06 4.18 0.25
H 2.76 3.81 -0.14
H 1.58 -0.21 2.64
O 0.27 1.94 4.55
S 0.73 0.58 4.63
O 2.05 0.25 5.10
N 0.62 -0.08 2.99
C -0.24 -1.16 2.86
O -0.29 -1.79 1.76
C -1.00 -1.35 4.07
C -2.00 -2.31 4.28
C -2.48 -2.50 5.58
C -1.94 -1.76 6.65
C -0.96 -0.78 6.42
C -0.53 -0.57 5.11
H -2.38 -2.86 3.42
H -3.26 -3.24 5.77
H -2.30 -1.95 7.66
H -0.54 -0.17 7.22
```

***

Electronic energy (a.u.)
-289.333616; -1026.649438; -312.225270; -6675.181271; -1113.027910; -5327.659982; -464.689712; -361.118640; -1883.671421
Max |F| (hartree/bohr)
0.036; 0.027; 0.006; 0.125; 0.123; 0.039; 0.115; 0.094; 0.059